Formula: C6H9N3
Source: OMol25
Level of theory: wB97M-V/def2-TZVPD

Values from the calculation:
Highest occupied orbital energy ... -8.78 eV
Maximum force ... 0.141 hartree/bohr
LUMO energy ... -0.0020 eV
Spin multiplicity ... 1
M ... 123.16 g mol⁻¹
Gap between HOMO and LUMO ... 8.78 eV

```
18
Properties=species:S:1:pos:R:3:forces:R:3
C -2.221824 -0.904748 -0.905015 -3.965 -2.520 -2.209
C -1.711626 0.555625 -0.571246 1.917 -1.101 -3.816
C -0.397775 0.746001 0.105048 0.990 -0.555 2.923
C -0.160470 1.557756 1.182379 -3.335 4.510 3.279
C 1.015840 1.302709 1.795398 6.381 -3.409 -0.032
C 0.992654 -1.499355 -0.424411 1.597 2.609 0.134
H -3.174451 -1.332678 -0.090177 3.282 1.370 -2.418
H -1.564521 -1.801024 -1.246977 -0.536 1.949 1.706
H -2.851961 -0.991278 -2.095317 1.423 1.067 3.640
H -2.552811 1.157600 -0.248588 0.454 0.190 0.440
H -1.257160 1.031274 -1.522467 -1.986 -0.653 0.253
H -0.686552 2.463368 1.785976 0.032 -2.455 -2.261
H 1.665732 1.460510 2.805648 -2.332 0.522 -2.668
H 1.609220 -2.092268 0.530333 -2.256 1.595 -3.103
H 0.398460 -0.757840 -2.501911 1.371 -3.787 3.586
N 1.691687 0.382411 0.993121 -1.218 1.102 1.846
N 0.845599 0.091248 -0.007240 -1.072 -3.586 -0.598
N 0.793177 -1.857316 -1.630086 -0.748 3.152 -0.700
```
Forces are in eV/Å.